Entry from the Open Molecules 2025 dataset: C6H12MgO9S as an isolated structure in a non-equilibrium geometry (ωB97M-V/def2-TZVPD).

lowest unoccupied orbital energy: 0.1439 Eh
net charge: -2
ΔE to the lowest compared entry with this formula, charge and spin: 4.37 kcal/mol
gap between HOMO and LUMO: 4.0 eV
calculated total energy: -41124.7440 eV

Geometry (Å):
Mg  -0.6800  -1.9868  0.5473
S  0.1995  -4.2462  0.6105
O  0.7449  -2.9724  0.1685
O  -1.1820  -3.8120  0.8223
O  0.3254  -5.2454  -0.4368
O  0.7669  -4.4078  1.9720
C  0.1878  -0.2251  3.0853
O  -0.1032  -1.4421  2.4230
H  0.8003  0.5231  2.5821
H  -0.7248  0.2774  3.4056
H  0.7818  -0.4879  3.9606
C  -3.7282  -1.1914  1.1284
O  -2.5899  -1.4113  0.3209
H  -3.7958  -0.2009  1.5782
H  -4.6807  -1.2472  0.6015
H  -3.8172  -1.9589  1.8973
C  1.2646  3.1751  -3.2565
C  1.8058  2.1402  -2.2510
C  1.6307  2.7040  -0.8282
O  0.9812  1.6561  -0.1628
C  0.6611  0.6736  -1.0155
O  0.1285  -0.3425  -0.6809
O  0.9244  1.0594  -2.2409
H  1.9555  4.0166  -3.3077
H  0.3598  3.7267  -3.0014
H  1.2532  2.8093  -4.2832
H  2.8185  1.7655  -2.3997
H  1.1153  3.6644  -0.8293
H  2.5967  2.9863  -0.4096

Atoms 1-6, force components in eV/Å:
Mg -3.1832 3.0962 2.3617
S 0.4776 -0.6276 3.2708
O 4.7958 1.6130 -3.4989
O -3.3153 -1.7117 -0.0894
O 0.4496 -1.1129 0.2732
O 0.5169 -2.3676 -1.1770